(1)
Here is C2H3ClF2S in the gas phase at a distorted geometry from the Open Molecules 2025 dataset. Energies are from ωB97M-V/def2-TZVPD.

* total charge: 0
* energy relative to the best compared isomer or geometry (same formula, charge and spin): 124.5 kJ/mol
* LUMO: 0.7816 eV
* SMILES: FC(F)[C@H](S)Cl
* 2S+1: 1

Each line ends with the natural charge from an NBO analysis.
Element x y z (Å)
F  -2.157097  0.279832  -0.758086  -0.343
C  -1.358475  0.395792  0.294254  0.575
F  -1.772746  -0.478199  1.238102  -0.330
C  0.293578  -0.029512  -0.429128  -0.461
S  0.712077  -1.674255  -0.269947  0.109
Cl  1.400466  1.247960  0.097273  -0.024
H  -1.339022  1.528050  0.560617  0.143
H  -0.057580  0.070516  -1.392012  0.222
H  1.008474  -1.609688  0.957067  0.108

Forces on atoms 1 to 2 (eV/Å):
-0.955 -0.328 -0.696
3.304 0.889 -0.667

(2)
Here is 2 unconnected molecules or ions with the total composition C2H3ClFI at a distorted geometry from the Open Molecules 2025 dataset. Energies are from ωB97M-V/def2-TZVPD.

* total charge: 0
* energy relative to the best compared isomer or geometry (same formula, charge and spin): 69.9 kJ/mol
* LUMO: 0.2025 eV
* SMILES: C=C(F)I.Cl
* 2S+1: 1

Each line ends with the natural charge from an NBO analysis.
Element x y z (Å)
C  -0.542507  0.293202  0.000467  -0.517
C  -1.610144  -0.283466  -0.538369  0.243
F  -1.455807  -1.222252  -1.514470  -0.340
I  -3.586728  -0.168263  0.103741  0.174
H  0.426652  -0.001899  -0.297980  0.219
H  -0.654504  1.045460  0.709113  0.226
Cl  1.004819  -3.501115  0.287995  -0.298
H  0.795282  -2.120016  0.576064  0.294

Forces on atoms 1 to 2 (eV/Å):
-1.325 -0.903 -0.910
0.590 -0.823 -0.210

(3)
Here is C2H3ClFN in the gas phase at a distorted geometry from the Open Molecules 2025 dataset. Energies are from ωB97M-V/def2-TZVPD.

* total charge: 0
* energy relative to the best compared isomer or geometry (same formula, charge and spin): 29.1 kJ/mol
* LUMO: 0.7422 eV
* SMILES: C=N[C@@H](F)Cl
* 2S+1: 1

Each line ends with the natural charge from an NBO analysis.
Element x y z (Å)
C  0.552589  0.976794  -0.642283  -0.042
N  0.287510  0.620721  0.527152  -0.436
C  -0.397521  -0.644271  0.630514  0.282
F  -0.921590  -1.100619  -0.554998  -0.364
Cl  0.765632  -1.904474  1.020886  -0.013
H  0.916647  2.048882  -0.715801  0.188
H  0.148712  0.431381  -1.529094  0.184
H  -1.351978  -0.428414  1.263623  0.201

Forces on atoms 1 to 2 (eV/Å):
-0.782 2.284 -1.105
-0.071 -1.176 0.605

(4)
Here is C2H3ClFN in the gas phase at a distorted geometry from the Open Molecules 2025 dataset. Energies are from ωB97M-V/def2-TZVPD.

* total charge: 0
* energy relative to the best compared isomer or geometry (same formula, charge and spin): 65.4 kJ/mol
* LUMO: 0.6729 eV
* SMILES: C=N[C@@H](F)Cl
* 2S+1: 1

Each line ends with the natural charge from an NBO analysis.
Element x y z (Å)
C  0.560533  -0.186931  0.464313  -0.024
N  -0.035882  0.725730  -0.107124  -0.450
C  -1.361728  0.684053  -0.587143  0.282
F  -2.021826  -0.737357  -0.360948  -0.435
Cl  -2.358540  1.687406  0.440954  0.001
H  1.554094  0.166250  0.791944  0.203
H  -0.025218  -1.121223  0.613301  0.201
H  -1.538814  1.116416  -1.609495  0.223

Forces on atoms 1 to 2 (eV/Å):
0.069 -1.128 0.872
-1.803 2.466 -2.328